1.
{"formula": "C23H26MoN3O7S2", "method": "ωB97M-V/def2-TZVPD", "lumo_energy_ev": [1.6, 1.8], "gap_ev": [6.117, 6.708], "charge": -1, "s2": 2.0242, "multiplicity": 3, "homo_energy_ha": [-0.165, -0.179], "species": ["Mo", "C", "C", "S", "C", "C", "S", "H", "H", "H", "H", "H", "H", "O", "C", "O", "C", "C", "C", "C", "C", "C", "O", "N", "O", "O", "N", "O", "O", "H", "H", "C", "C", "C", "C", "C", "C", "C", "C", "N", "C", "C", "C", "C", "H", "H", "H", "H", "H", "H", "H", "H", "H", "H", "H", "H", "H", "H", "H", "H", "H", "H"], "xyz": [[-0.514, -0.654, -0.095], [-3.037, -4.683, -0.637], [-2.453, -3.302, -0.800], [-1.559, -2.684, 0.574], [-2.668, -2.520, -1.870], [-3.537, -2.922, -3.031], [-2.034, -0.891, -1.939], [-2.530, -5.221, 0.163], [-2.936, -5.272, -1.550], [-4.101, -4.641, -0.385], [-3.616, -4.005, -3.122], [-3.136, -2.528, -3.965], [-4.548, -2.521, -2.915], [1.724, -1.165, 3.410], [1.459, -1.138, 2.223], [0.365, -0.632, 1.743], [2.501, -1.620, 1.231], [3.712, -2.011, 1.771], [4.753, -2.426, 0.959], [4.618, -2.463, -0.415], [3.406, -2.106, -0.954], [2.305, -1.663, -0.173], [1.227, -1.291, -0.792], [3.292, -2.197, -2.412], [4.265, -1.847, -3.064], [2.268, -2.634, -2.885], [6.023, -2.827, 1.553], [6.917, -3.183, 0.802], [6.134, -2.770, 2.763], [3.823, -1.976, 2.845], [5.433, -2.767, -1.053], [-3.612, 0.807, 3.069], [-2.638, 1.702, 2.355], [-2.376, 2.995, 2.791], [-1.437, 3.784, 2.135], [-1.138, 5.179, 2.620], [-0.749, 3.285, 1.037], [-0.994, 1.991, 0.556], [-1.967, 1.241, 1.235], [-0.355, 1.327, -0.489], [0.316, 2.074, -1.576], [1.708, 2.515, -1.103], [-0.528, 3.266, -2.055], [0.509, 1.159, -2.786], [-4.145, 1.348, 3.850], [-3.087, -0.032, 3.529], [-4.345, 0.390, 2.375], [-2.906, 3.390, 3.651], [-1.739, 5.429, 3.494], [-1.345, 5.919, 1.844], [-0.086, 5.279, 2.895], [0.002, 3.912, 0.581], [-2.290, 0.257, 0.863], [1.671, 3.123, -0.201], [2.208, 3.089, -1.887], [2.314, 1.633, -0.885], [-0.520, 4.115, -1.375], [-1.564, 2.950, -2.195], [-0.145, 3.610, -3.017], [1.025, 0.237, -2.524], [1.107, 1.687, -3.532], [-0.447, 0.895, -3.235]], "mulliken_spin": [1.95, 0.00, 0.04, -0.04, -0.01, 0.00, 0.04, 0.00, 0.00, 0.00, 0.00, 0.00, 0.00, 0.02, 0.01, 0.00, 0.01, 0.01, 0.00, 0.00, -0.01, 0.02, 0.02, 0.00, 0.00, 0.00, 0.00, 0.00, 0.00, 0.00, 0.00, 0.00, 0.01, -0.01, 0.01, 0.00, -0.01, -0.02, 0.01, -0.05, 0.00, 0.00, 0.00, 0.01, 0.00, 0.00, 0.00, 0.00, 0.00, 0.00, 0.00, 0.00, 0.01, 0.00, 0.00, 0.00, 0.00, 0.00, 0.00, -0.01, 0.00, 0.00]}


2.
{"formula": "C2H10NO3", "method": "ωB97M-V/def2-TZVPD", "lumo_energy_ev": 4.1, "gap_ev": 8.358, "charge": -1, "multiplicity": 1, "homo_energy_ha": -0.155, "species": ["C", "N", "C", "O", "H", "H", "H", "H", "H", "H", "H", "H", "O", "H", "H", "O"], "xyz": [[-2.632, 0.894, -0.514], [-1.338, 1.361, -0.190], [-0.235, 0.395, -0.575], [-0.308, -0.885, -0.132], [-2.522, -0.253, -0.205], [-3.384, 1.385, 0.054], [-2.978, 0.979, -1.496], [-1.312, 1.510, 0.799], [-0.164, 0.356, -1.744], [0.666, 0.948, -0.233], [1.933, -1.251, -0.777], [2.884, -0.271, -0.527], [2.957, -1.245, -0.739], [0.506, -0.606, 1.040], [0.457, 0.057, 2.304], [1.161, -0.383, 1.952]], "mulliken_charge": [-0.78, -0.40, -0.58, -0.79, 0.26, 0.30, 0.21, 0.26, 0.21, 0.40, 0.38, 0.32, -0.70, 0.42, 0.23, -0.75]}


3.
{"formula": "C3H7O2", "method": "ωB97M-V/def2-TZVPD", "lumo_energy_ev": 4.0, "gap_ev": 6.380, "charge": -1, "multiplicity": 1, "homo_energy_ha": -0.088, "species": ["C", "O", "H", "H", "H", "C", "C", "O", "H", "H", "H", "H"], "xyz": [[0.895, -0.657, -1.141], [1.619, -1.564, -1.479], [1.096, 0.011, -0.293], [-0.013, -0.421, -1.658], [6.511, 0.288, 2.058], [-3.538, 0.388, -0.042], [-2.224, 0.270, 0.324], [-1.213, 0.913, -0.107], [-4.339, 0.051, 0.612], [-3.880, 1.044, -0.834], [-1.970, -0.574, 1.009], [7.055, 0.250, 1.551]], "mulliken_charge": [0.01, -0.50, 0.23, 0.22, 0.00, -0.90, -0.07, -0.75, 0.20, 0.27, 0.29, 0.00]}


4.
{"formula": "C33H42Ge2N2NiP", "method": "ωB97M-V/def2-TZVPD", "lumo_energy_ev": [-6.0, -7.6], "gap_ev": [6.857, 6.192], "charge": 2, "s2": 3.7655, "multiplicity": 4, "homo_energy_ha": [-0.472, -0.508], "species": ["Ni", "C", "C", "N", "C", "C", "C", "C", "C", "C", "C", "C", "C", "N", "C", "H", "H", "H", "H", "H", "H", "H", "H", "C", "C", "P", "C", "C", "C", "C", "H", "H", "H", "H", "H", "H", "H", "H", "H", "H", "H", "H", "H", "H", "H", "C", "Ge", "C", "C", "Ge", "C", "C", "C", "C", "C", "C", "C", "C", "C", "C", "C", "C", "H", "H", "H", "H", "H", "H", "H", "H", "H", "H", "H", "H", "H", "H", "H", "H", "H", "H", "H"], "xyz": [[-0.177, -0.113, -0.746], [-2.341, -3.206, -2.851], [-2.051, -2.079, -2.080], [-0.828, -1.572, -2.004], [0.169, -2.176, -2.678], [-0.020, -3.324, -3.457], [-1.326, -3.833, -3.539], [1.120, -3.911, -4.100], [2.357, -3.381, -3.960], [2.576, -2.201, -3.176], [3.825, -1.579, -3.001], [3.913, -0.438, -2.237], [2.761, 0.075, -1.635], [1.575, -0.490, -1.784], [1.476, -1.600, -2.554], [-3.355, -3.575, -2.890], [-2.829, -1.585, -1.510], [-1.525, -4.715, -4.133], [0.971, -4.799, -4.700], [3.207, -3.840, -4.445], [4.708, -2.000, -3.465], [4.857, 0.066, -2.090], [2.811, 0.960, -1.013], [-0.870, 1.442, -4.153], [-1.836, 1.910, -3.066], [-1.069, 1.912, -1.413], [-2.333, 2.471, -0.211], [-3.309, 3.545, -0.687], [0.310, 3.114, -1.467], [-0.067, 4.573, -1.709], [-1.388, 1.372, -5.108], [-0.454, 0.460, -3.920], [-0.043, 2.141, -4.282], [-2.708, 1.252, -3.007], [-2.219, 2.909, -3.285], [-1.781, 2.801, 0.673], [-2.877, 1.575, 0.101], [-2.801, 4.454, -1.003], [-3.985, 3.805, 0.126], [-3.918, 3.192, -1.519], [0.982, 2.745, -2.248], [0.856, 3.002, -0.526], [-0.689, 4.687, -2.597], [0.832, 5.171, -1.856], [-0.606, 4.991, -0.860], [3.166, 1.669, 2.066], [1.360, 1.667, 2.821], [0.463, 3.405, 2.615], [1.236, 0.917, 4.630], [0.059, -0.273, 1.752], [1.113, -1.817, 2.314], [2.358, -2.039, 1.717], [3.176, -3.072, 2.144], [2.758, -3.898, 3.180], [1.524, -3.688, 3.782], [0.704, -2.658, 3.350], [-1.749, -0.463, 2.457], [-2.387, -1.706, 2.396], [-3.695, -1.848, 2.831], [-4.381, -0.750, 3.336], [-3.760, 0.491, 3.399], [-2.458, 0.635, 2.948], [3.770, 2.421, 2.575], [3.153, 1.918, 1.006], [3.641, 0.698, 2.204], [1.090, 4.182, 3.056], [-0.496, 3.425, 3.132], [0.311, 3.667, 1.570], [1.718, 1.609, 5.323], [1.750, -0.041, 4.677], [0.200, 0.787, 4.939], [2.696, -1.389, 0.915], [4.139, -3.233, 1.679], [3.395, -4.703, 3.521], [1.203, -4.327, 4.594], [-0.253, -2.497, 3.833], [-1.852, -2.574, 2.025], [-4.177, -2.816, 2.789], [-5.399, -0.862, 3.684], [-4.290, 1.343, 3.803], [-1.984, 1.610, 3.002]], "mulliken_spin": [1.97, 0.00, 0.01, 0.06, 0.03, 0.00, 0.00, 0.00, 0.00, 0.00, 0.01, 0.00, 0.03, 0.03, 0.03, 0.00, 0.01, 0.00, 0.00, 0.00, 0.00, 0.00, 0.00, 0.00, 0.02, 0.15, -0.02, 0.01, 0.02, 0.01, 0.00, 0.00, 0.00, 0.00, 0.00, 0.01, 0.01, 0.00, 0.00, 0.00, 0.00, 0.00, 0.00, 0.00, 0.00, 0.01, 0.16, 0.01, 0.05, 0.10, 0.12, 0.02, -0.02, 0.04, -0.01, 0.03, 0.04, 0.03, -0.02, 0.04, -0.01, 0.04, 0.00, 0.00, 0.00, 0.00, 0.00, 0.00, 0.02, -0.01, -0.01, 0.00, 0.00, 0.00, 0.00, 0.00, -0.01, 0.00, 0.00, 0.00, 0.00]}


Copy entry 2 word for word.
{"formula": "C2H10NO3", "method": "ωB97M-V/def2-TZVPD", "lumo_energy_ev": 4.1, "gap_ev": 8.358, "charge": -1, "multiplicity": 1, "homo_energy_ha": -0.155, "species": ["C", "N", "C", "O", "H", "H", "H", "H", "H", "H", "H", "H", "O", "H", "H", "O"], "xyz": [[-2.632, 0.894, -0.514], [-1.338, 1.361, -0.190], [-0.235, 0.395, -0.575], [-0.308, -0.885, -0.132], [-2.522, -0.253, -0.205], [-3.384, 1.385, 0.054], [-2.978, 0.979, -1.496], [-1.312, 1.510, 0.799], [-0.164, 0.356, -1.744], [0.666, 0.948, -0.233], [1.933, -1.251, -0.777], [2.884, -0.271, -0.527], [2.957, -1.245, -0.739], [0.506, -0.606, 1.040], [0.457, 0.057, 2.304], [1.161, -0.383, 1.952]], "mulliken_charge": [-0.78, -0.40, -0.58, -0.79, 0.26, 0.30, 0.21, 0.26, 0.21, 0.40, 0.38, 0.32, -0.70, 0.42, 0.23, -0.75]}